1.
The following is a DFT calculation (ωB97M-V/def2-TZVPD) of C19H17CeO4P as an isolated structure at a distorted geometry.

```
42
Properties=species:S:1:pos:R:3:lowdin_spin:R:1
Ce -2.2106 -0.8811 -0.0637 0.973
C -1.7522 -1.0756 2.2207 0.007
O -1.6936 -1.2047 3.3792 0.017
C -4.1014 -1.3543 1.0570 0.014
O -5.0771 -1.6435 1.6150 0.027
C -1.4890 -3.2267 -0.1532 -0.002
O -1.2996 -4.3570 -0.2207 0.000
C -3.0789 1.3849 -0.5379 -0.002
O -3.4706 2.4823 -0.5347 0.000
C -2.5472 -0.9451 -4.2964 0.000
H -2.2347 0.1076 -4.2025 0.000
H -1.7154 -1.6644 -4.3260 0.000
C -3.8305 -1.3189 -4.2266 0.000
H -4.1564 -2.3585 -4.1840 0.000
H -4.6470 -0.6193 -4.0226 0.000
C 0.8265 0.9663 -1.8558 -0.005
P 0.2740 0.2371 -0.2741 -0.020
C 1.6924 -0.8590 0.1609 -0.003
C 1.4349 -2.0169 0.9152 0.000
C 2.4572 -2.8470 1.3689 0.000
C 3.7912 -2.4852 1.0961 -0.002
C 4.0924 -1.3882 0.2558 -0.001
C 3.0237 -0.6088 -0.2443 -0.001
C 0.4262 1.6837 0.8877 -0.001
C 1.6976 2.2786 0.9419 0.000
C 1.8921 3.3956 1.7675 0.000
C 0.8335 3.8967 2.5358 0.000
C -0.4239 3.2756 2.4898 0.000
C -0.6535 2.1421 1.6865 0.000
H 0.9043 0.2312 -2.6794 0.000
H 1.7942 1.5021 -1.8016 -0.001
H 0.0846 1.7029 -2.1975 0.000
H 0.3979 -2.3470 1.0313 0.001
H 2.2273 -3.7559 1.9506 0.000
H 4.6055 -3.1158 1.4707 0.000
H 5.1469 -1.1307 -0.0027 0.000
H 3.2566 0.1283 -1.0251 0.000
H 2.4897 1.8621 0.2909 0.000
H 2.8988 3.8138 1.7841 0.000
H 1.0286 4.7622 3.1677 0.000
H -1.2329 3.7010 3.0774 0.000
H -1.6614 1.6493 1.6984 0.000
```

**HOMO (spin up / spin down)**: -17.8 / -17.8 eV
**Maximum force**: 0.2110 Eh/bohr
**Kohn-Sham gap (spin up / spin down)**: 3.958 / 4.007 eV
**LUMO level (spin up / spin down)**: -13.88 / -13.84 eV
**Calculated total energy**: -1850.37066 Eh
**Spin multiplicity**: 2
**Total charge**: +3

***

2.
The following is a DFT calculation (ωB97M-V/def2-TZVPD) of C19H17Cl2CrN5OS2 as an isolated structure.

```
47
Properties=species:S:1:pos:R:3:lowdin_spin:R:1
Cr -0.9466 -0.0271 0.9674 3.658
N 2.0834 0.0394 4.1083 0.002
C 1.2563 -0.0426 3.0321 0.006
S -0.4223 -0.1989 3.3202 0.012
N 1.9206 -0.0284 1.8730 -0.003
N 1.0949 -0.1629 0.8062 -0.007
C 1.5936 -0.1530 -0.3845 0.053
C 3.0337 0.0222 -0.6993 0.004
C 3.4342 1.0456 -1.5523 0.004
C 4.7770 1.2247 -1.8567 0.000
C 5.7285 0.3740 -1.3150 0.003
C 5.3341 -0.6492 -0.4616 0.000
C 3.9957 -0.8210 -0.1484 0.004
C 0.5961 -0.3414 -1.4817 0.018
C 0.9607 -0.5560 -2.8032 0.004
C -0.0386 -0.7654 -3.7429 0.015
C -1.3644 -0.7557 -3.3466 0.006
C -1.6506 -0.5445 -2.0086 0.017
N -0.6938 -0.3458 -1.1065 0.018
H 1.6712 0.2641 4.9959 0.000
H 3.0232 0.3533 3.9315 0.000
H 2.6938 1.7188 -1.9686 0.000
H 5.0776 2.0317 -2.5123 0.000
H 6.7764 0.5090 -1.5510 0.000
H 6.0731 -1.3116 -0.0294 0.000
H 3.6896 -1.6016 0.5343 0.000
H 2.0031 -0.5685 -3.0836 0.000
H 0.2257 -0.9391 -4.7780 0.001
H -2.1687 -0.9151 -4.0508 0.000
H -2.6614 -0.5325 -1.6204 0.001
O -2.9573 0.0040 0.9494 0.047
N -3.6160 1.1734 0.9534 0.006
C -4.9619 1.0592 1.0406 0.002
C -5.7718 2.1547 1.0473 0.001
C -5.1677 3.4171 0.9648 0.004
C -3.8085 3.5110 0.8813 0.002
C -2.9671 2.3710 0.8737 0.013
S -1.2707 2.4654 0.7798 0.050
H -5.3020 0.0377 1.1067 0.000
H -6.8412 2.0281 1.1205 0.000
H -5.7732 4.3140 0.9697 0.000
H -3.3149 4.4700 0.8199 0.001
Cl -0.8043 -3.0226 0.7726 0.037
C -0.9694 -4.7707 1.0434 0.018
Cl -2.4721 -5.1904 1.8679 0.001
H -0.1380 -5.0826 1.6625 0.000
H -0.9602 -5.2619 0.0789 0.001
```

**HOMO (spin up / spin down)**: -6.5 / -7.5 eV
**Maximum force**: 0.0151 Eh/bohr
**Kohn-Sham gap (spin up / spin down)**: 6.388 / 7.091 eV
**LUMO level (spin up / spin down)**: -0.16 / -0.38 eV
**Calculated total energy**: -3844.52171 Eh
**Spin multiplicity**: 5
**Relative energy (zero: lowest compared OMol25 entry of this formula, charge and spin)**: 0.0 kJ/mol

***

3.
The following is a DFT calculation (ωB97M-V/def2-TZVPD) of C19H17Cl2N5O2 in the gas phase at a distorted geometry.

```
45
Properties=species:S:1:pos:R:3:mulliken_charge:R:1
O -3.6747 -2.0310 -1.5344 -0.552
N -4.7275 -2.4699 -1.0987 0.935
O -5.1757 -3.5672 -1.3728 -0.627
C -5.5081 -1.6146 -0.2725 0.442
C -6.8897 -1.6683 -0.4371 -0.633
C -7.6861 -0.6825 0.1092 -0.561
C -7.0371 0.3792 0.7324 -0.444
N -5.7477 0.4040 0.9714 -0.454
C -4.9630 -0.6089 0.5763 0.480
N -3.7085 -0.5978 1.0543 0.176
C -2.8246 -1.7321 1.1735 -1.258
H -2.5821 -1.8355 2.2387 0.465
C -1.5366 -1.5011 0.3699 -0.702
H -0.6994 -1.9771 0.8823 0.440
H -1.6295 -1.9391 -0.6223 0.345
C -1.2880 0.0136 0.2424 1.376
C 0.1345 0.2729 -0.1163 -1.165
C 1.2135 0.7149 0.6135 -0.209
C 2.3024 0.7116 -0.2902 0.185
N 1.8988 0.2953 -1.4832 -1.033
N 0.6043 0.0422 -1.3652 0.309
H 0.0842 -0.2955 -2.1601 0.237
C 3.6737 1.1087 -0.0054 0.420
C 4.7736 0.5922 -0.6980 0.452
C 6.0655 0.9906 -0.3919 -0.711
C 6.2727 1.9186 0.6140 0.476
C 5.2032 2.4499 1.3181 -0.839
C 3.9236 2.0408 1.0028 -0.432
H 3.0884 2.4637 1.5389 0.370
H 5.3732 3.1750 2.0978 0.411
Cl 7.8814 2.4160 0.9902 -0.215
H 6.8982 0.5758 -0.9364 0.427
Cl 4.5683 -0.5772 -1.9395 -0.191
H 1.2355 0.9797 1.6496 0.456
C -1.6947 0.6915 1.5523 -0.883
H -1.4045 1.7418 1.5423 0.482
C -3.2150 0.5862 1.7308 -0.994
H -3.4791 0.5533 2.7949 0.202
H -3.7212 1.4458 1.2898 0.470
H -1.1722 0.2079 2.3788 0.376
H -1.9265 0.3987 -0.5613 0.218
H -3.3222 -2.6512 0.8670 0.485
H -7.5831 1.2513 1.0667 0.418
H -8.7562 -0.6944 -0.0070 0.382
H -7.3003 -2.4589 -1.0483 0.468
```

**HOMO**: -8.5 eV
**Maximum force**: 0.0271 Eh/bohr
**Kohn-Sham gap**: 7.939 eV
**LUMO level**: -0.53 eV
**Calculated total energy**: -2078.78835 Eh
**SMILES**: O=[N+]([O-])c1cccnc1N1CCC(c2cc(-c3ccc(Cl)cc3Cl)n[nH]2)CC1
**Relative energy (zero: lowest compared OMol25 entry of this formula, charge and spin)**: 226.7 kJ/mol

***

4.
The following is a DFT calculation (ωB97M-V/def2-TZVPD) of C19H17Cl5CuN2 as an isolated structure at a distorted geometry.

```
44
Properties=species:S:1:pos:R:3:lowdin_spin:R:1
C -1.2590 1.4855 2.3750 0.349
C -1.2696 -1.2800 2.4648 0.336
H -0.2566 1.8341 2.6297 0.021
H -1.7653 1.0885 3.2558 0.013
H -1.8664 2.2834 1.9351 0.025
H -0.9789 -2.2590 2.0716 0.027
H -0.5913 -1.0025 3.2713 0.013
H -2.3061 -1.2931 2.8090 0.016
C -0.5376 2.7015 -0.6748 0.001
C -0.1796 3.4990 -1.7549 0.000
C 0.0527 2.8869 -2.9848 0.000
C -0.0807 1.5078 -3.0864 0.001
H -0.7115 3.1212 0.3099 0.000
H -0.0779 4.5712 -1.6262 0.000
H 0.3426 3.4733 -3.8511 0.000
H 0.1125 1.0138 -4.0313 0.000
N -0.6723 1.3731 -0.7719 0.020
C -0.4460 0.7638 -1.9593 0.002
C -0.5789 -0.7058 -1.9750 0.001
N -0.8464 -1.2984 -0.7868 0.017
C -0.9669 -2.6299 -0.7292 0.000
C -0.5492 -2.8521 -3.0728 -0.001
C -0.8234 -3.4476 -1.8436 0.000
H -1.1773 -3.0418 0.2520 0.000
H -0.9238 -4.5230 -1.7432 0.000
C -0.4289 -1.4695 -3.1378 0.001
H -0.2198 -0.9888 -4.0861 0.000
H -0.4304 -3.4542 -3.9682 0.000
Cu -1.0259 0.0531 0.9296 0.234
C -3.0919 0.0860 0.7407 -0.085
H -3.4267 -0.9498 0.6382 -0.004
H -3.3262 0.6575 -0.1620 -0.005
H -3.5476 0.5481 1.6173 -0.006
Cl 1.2347 -2.8798 1.2207 0.001
C 1.9806 -1.3066 1.3538 0.001
C 1.2784 -0.0472 1.2534 0.018
C 2.1279 1.1196 1.3892 0.002
Cl 1.5884 2.7865 1.3171 0.001
C 3.5202 1.0125 1.6141 0.001
Cl 4.5393 2.4571 1.7910 0.000
C 4.1329 -0.2279 1.7113 -0.001
Cl 5.8754 -0.3403 2.0040 0.000
C 3.3736 -1.3801 1.5793 0.001
Cl 4.2042 -2.9448 1.7106 0.000
```

**HOMO (spin up / spin down)**: -6.9 / -8.6 eV
**Maximum force**: 0.0336 Eh/bohr
**Kohn-Sham gap (spin up / spin down)**: 6.158 / 7.942 eV
**LUMO level (spin up / spin down)**: -0.76 / -0.66 eV
**Calculated total energy**: -4784.96851 Eh
**Spin multiplicity**: 2
**Relative energy (zero: lowest compared OMol25 entry of this formula, charge and spin)**: 0.0 kJ/mol

***

5.
The following is a DFT calculation (ωB97M-V/def2-TZVPD) of C19H17Cl5IrNO2S as an isolated structure.

```
46
Properties=species:S:1:pos:R:3:lowdin_spin:R:1
Ir -0.3167 -1.1177 1.1420 0.310
Cl -1.7827 -2.5776 2.6793 -0.001
C -1.9397 -0.9604 3.3221 -0.002
C -1.1872 -0.0737 2.5826 -0.005
C -1.1147 1.2278 3.0587 -0.001
Cl -0.0369 2.3538 2.3344 0.001
C -1.8702 1.6079 4.1751 0.000
Cl -1.8005 3.2344 4.7401 0.000
C -2.6688 0.6873 4.8526 0.000
Cl -3.5973 1.1631 6.2236 0.000
C -2.6904 -0.6403 4.4304 0.000
Cl -3.6042 -1.8462 5.2499 0.000
C 2.5249 -2.7474 -0.0618 -0.002
C 2.8135 -1.6220 -1.0607 0.000
C 3.6720 -0.5411 -0.3935 0.001
C 1.6454 -0.9937 -1.8172 -0.001
C 1.5988 -1.2456 -3.1915 0.000
C 0.7240 -0.5876 -4.0302 -0.001
C -0.0779 0.4127 -3.5013 0.000
C -0.0808 0.6996 -2.1454 -0.001
C -0.8404 1.9405 -1.7049 0.000
C 0.1415 2.9540 -1.1050 0.000
C -2.0546 1.7259 -0.8049 0.001
C 0.7229 -0.0768 -1.2804 0.000
O 0.7075 0.1851 0.0599 0.005
H 3.4310 -3.3530 0.0504 0.000
H 1.7389 -3.4237 -0.4074 0.000
H 2.2510 -2.3801 0.9395 -0.002
H 3.4141 -2.0833 -1.8507 0.000
H 3.1022 -0.0700 0.4073 0.001
H 3.9705 0.2279 -1.1080 0.000
H 4.5753 -0.9817 0.0371 0.000
H 2.2901 -1.9726 -3.6048 0.000
H 0.6946 -0.8185 -5.0874 0.000
H -0.7249 0.9878 -4.1537 0.000
H -1.2309 2.3809 -2.6282 0.000
H 0.6077 2.5418 -0.2106 0.000
H -0.3738 3.8796 -0.8345 0.000
H 0.9300 3.1941 -1.8215 0.000
H -1.7715 1.3456 0.1695 0.001
H -2.7598 1.0286 -1.2546 0.000
H -2.5651 2.6828 -0.6598 0.000
O 1.0468 -1.2556 2.3538 0.665
S -3.4574 -1.9509 -2.4523 0.018
C -2.4106 -1.6760 -1.2479 0.012
N -1.6457 -1.4654 -0.3899 0.002
```

**HOMO (spin up / spin down)**: -4.9 / -4.6 eV
**Maximum force**: 0.0151 Eh/bohr
**Kohn-Sham gap (spin up / spin down)**: 7.054 / 6.840 eV
**LUMO level (spin up / spin down)**: 2.19 / 2.21 eV
**Calculated total energy**: -3742.94986 Eh
**Spin multiplicity**: 2
**Relative energy (zero: lowest compared OMol25 entry of this formula, charge and spin)**: 90.0 kJ/mol
**Total charge**: -1